Density functional theory data (the ωB97M-V functional and the def2-TZVPD basis) for H28O14 as an isolated structure in a non-equilibrium geometry.

Positions of all 42 atoms, in Å:
H  -59.327  3.302  -1.287
O  -56.242  7.152  -0.577
H  -59.226  5.216  -3.072
H  -60.424  4.856  -0.570
H  -57.959  3.013  -0.947
H  -57.357  0.148  0.626
H  -56.859  2.248  1.797
O  -60.093  4.194  -1.223
H  -56.840  4.562  3.240
H  -57.217  4.041  1.065
H  -57.788  5.336  4.047
O  -54.319  2.577  1.268
H  -55.818  1.969  -0.896
O  -60.172  5.924  1.012
H  -60.905  6.568  0.910
H  -57.115  7.100  -0.054
O  -58.708  5.491  -2.195
O  -55.483  4.888  -2.024
H  -56.433  2.454  2.983
H  -56.488  6.421  -1.214
H  -58.327  7.699  2.429
H  -53.839  1.772  1.324
O  -56.833  5.316  3.939
H  -55.590  2.888  0.400
H  -57.996  5.518  0.961
H  -56.724  1.775  0.675
O  -58.411  7.199  1.503
H  -55.497  6.140  2.534
O  -54.936  6.443  1.848
H  -56.095  4.909  -2.682
H  -54.975  2.406  1.985
H  -60.657  4.495  -1.989
H  -59.239  7.385  1.059
O  -58.620  2.737  -1.583
O  -57.461  4.784  0.564
H  -55.925  4.483  -1.225
O  -57.409  1.056  1.015
H  -55.536  6.355  1.102
O  -56.137  2.443  -0.109
O  -56.510  2.920  2.223
H  -60.083  5.373  1.760
H  -59.182  5.064  -1.490

Computed properties:
Total charge ... 0
HOMO-LUMO gap ... 8.647 eV
Lowest unoccupied orbital energy ... -0.029 Ha
Energy above the lowest of the compared OMol25 structures with the same formula, charge and spin ... 1027.05 kJ/mol

***

Density functional theory data (the ωB97M-V functional and the def2-TZVPD basis) for a 15-piece molecular cluster, H29O15 overall in a non-equilibrium geometry.

Positions of all 44 atoms, in Å:
H  1.131  2.166  -1.524
H  -1.120  -2.408  3.302
H  2.067  3.339  -1.190
O  2.218  -0.079  1.497
H  -0.821  -0.605  2.584
H  -0.498  1.731  0.020
O  -0.666  -1.097  1.773
H  -4.185  2.403  -2.249
O  0.312  -1.311  -1.075
O  1.879  2.678  -1.861
H  -0.018  -1.988  4.412
H  -0.548  -0.403  1.062
H  0.949  -1.506  -0.379
H  -1.471  -2.860  -1.424
H  3.828  -3.310  2.532
O  3.722  0.358  -3.876
O  0.281  -2.495  -3.390
O  -2.517  2.411  3.425
O  -3.357  2.021  -2.562
H  1.335  2.597  1.067
H  -0.469  3.706  3.456
H  -2.709  -2.140  -1.888
O  0.742  3.360  1.092
H  -1.993  -3.743  -2.899
H  -0.107  2.913  1.139
H  -3.448  2.464  3.668
O  -0.386  4.642  3.299
H  1.287  0.044  1.713
O  -2.437  -2.958  -1.457
H  3.210  -3.036  1.223
H  0.217  4.567  2.535
H  0.039  -0.370  -0.801
H  -2.810  2.150  -1.778
H  -2.227  1.730  4.030
H  3.204  0.845  -4.524
H  2.365  0.355  0.653
O  -0.918  -2.243  4.227
O  3.322  -3.763  1.849
H  -1.114  -3.804  -4.144
H  3.337  0.644  -3.040
H  0.189  -1.977  -4.193
H  0.240  -1.859  -2.635
O  -0.072  0.890  0.159
O  -1.987  -4.059  -3.825

Computed properties:
Total charge ... -1
HOMO-LUMO gap ... 9.293 eV
Lowest unoccupied orbital energy ... 0.082 Ha
Energy above the lowest of the compared OMol25 structures with the same formula, charge and spin ... 52.91 kJ/mol

***

Density functional theory data (the ωB97M-V functional and the def2-TZVPD basis) for a 2-piece molecular cluster, H2IO overall.

Positions of all 4 atoms, in Å:
I  1.987  -0.134  1.441
O  -0.848  0.312  -0.727
H  -0.946  -0.644  -0.698
H  -0.194  0.467  -0.016

Computed properties:
Total charge ... -1
HOMO-LUMO gap ... 7.559 eV
Lowest unoccupied orbital energy ... 0.146 Ha
Energy above the lowest of the compared OMol25 structures with the same formula, charge and spin ... 1.06 kJ/mol

***

Density functional theory data (the ωB97M-V functional and the def2-TZVPD basis) for a 2-piece molecular cluster, H2IOP overall.

Positions of all 5 atoms, in Å:
H  -0.029  -1.929  -0.456
I  -0.976  1.330  1.668
O  -0.419  -1.194  0.023
H  0.801  1.870  -1.808
P  0.623  -0.077  0.573

Computed properties:
Total charge ... 0
HOMO-LUMO gap (spin up / spin down) ... 7.370 / 9.179 eV
Lowest unoccupied orbital energy (spin up / spin down) ... -0.014 / -0.025 Ha
Energy above the lowest of the compared OMol25 structures with the same formula, charge and spin ... 304.70 kJ/mol

***

Density functional theory data (the ωB97M-V functional and the def2-TZVPD basis) for a 2-piece molecular cluster, H2IOPS2 overall in a non-equilibrium geometry.

Positions of all 7 atoms, in Å:
H  -0.051  0.228  2.306
S  0.573  -3.085  0.350
H  -0.222  -0.264  -1.698
I  -3.611  0.032  0.473
P  -1.256  -0.567  0.207
O  -1.095  -0.112  -1.324
S  -0.165  0.955  1.199

Computed properties:
Total charge ... 0
HOMO-LUMO gap (spin up / spin down) ... 6.470 / 6.523 eV
Lowest unoccupied orbital energy (spin up / spin down) ... -0.097 / -0.092 Ha
Energy above the lowest of the compared OMol25 structures with the same formula, charge and spin ... 304.07 kJ/mol

***

Density functional theory data (the ωB97M-V functional and the def2-TZVPD basis) for H2KO as an isolated structure.

Positions of all 4 atoms, in Å:
H  1.217  -2.263  -0.027
K  -0.330  2.549  -0.152
H  -0.764  -0.474  0.226
O  -0.123  0.188  -0.047

Computed properties:
Expectation value of S² ... 0.751
Total charge ... 0
HOMO-LUMO gap (spin up / spin down) ... 6.636 / 6.625 eV
Lowest unoccupied orbital energy (spin up / spin down) ... -0.025 / -0.025 Ha
Energy above the lowest of the compared OMol25 structures with the same formula, charge and spin ... 201.52 kJ/mol
Spin multiplicity ... 2

***

Density functional theory data (the ωB97M-V functional and the def2-TZVPD basis) for H2KO as an isolated structure in a non-equilibrium geometry.

Positions of all 4 atoms, in Å:
H  3.295  0.669  0.546
O  2.827  -0.011  0.010
H  3.151  -0.871  0.362
K  -3.000  0.024  -0.042

Computed properties:
Total charge ... +1
HOMO-LUMO gap ... 9.368 eV
Lowest unoccupied orbital energy ... -0.171 Ha
Energy above the lowest of the compared OMol25 structures with the same formula, charge and spin ... 56.71 kJ/mol

***

Density functional theory data (the ωB97M-V functional and the def2-TZVPD basis) for a 2-piece molecular cluster, H2N2O overall in a non-equilibrium geometry.

Positions of all 5 atoms, in Å:
N  1.820  0.267  -0.029
H  -2.256  0.117  -0.186
O  -1.404  -0.315  -0.003
N  2.645  -0.475  -0.003
H  -0.805  0.405  0.220

Computed properties:
Structure (SMILES) ... N#N.O
Total charge ... 0
HOMO-LUMO gap ... 12.715 eV
Lowest unoccupied orbital energy ... 0.042 Ha
Energy above the lowest of the compared OMol25 structures with the same formula, charge and spin ... 0.00 kJ/mol

***

Density functional theory data (the ωB97M-V functional and the def2-TZVPD basis) for H2N2O2S in the gas phase in a non-equilibrium geometry.

Positions of all 7 atoms, in Å:
O  -0.456  2.151  -1.032
N  -1.136  -0.248  0.330
S  -0.949  0.803  -1.313
N  0.141  -0.544  0.408
H  0.271  -0.072  -1.336
H  1.495  -1.188  1.332
O  0.633  -0.901  1.611

Computed properties:
Total charge ... 0
HOMO-LUMO gap ... 9.385 eV
Lowest unoccupied orbital energy ... -0.012 Ha
Energy above the lowest of the compared OMol25 structures with the same formula, charge and spin ... 258.45 kJ/mol

***

Density functional theory data (the ωB97M-V functional and the def2-TZVPD basis) for H2N2O2S in the gas phase in a non-equilibrium geometry.

Positions of all 7 atoms, in Å:
O  -0.823  1.157  -0.170
H  1.835  -0.134  0.803
N  -1.252  0.054  -0.015
O  -2.371  -0.328  0.009
H  1.326  0.614  -0.544
N  1.285  -0.179  0.048
S  0.001  -1.183  -0.131

Computed properties:
Structure (SMILES) ... NS[N+](=O)[O-]
Total charge ... 0
HOMO-LUMO gap ... 10.164 eV
Lowest unoccupied orbital energy ... 0.014 Ha
Energy above the lowest of the compared OMol25 structures with the same formula, charge and spin ... 132.00 kJ/mol

***

Density functional theory data (the ωB97M-V functional and the def2-TZVPD basis) for H2N2O2S as an isolated structure in a non-equilibrium geometry.

Positions of all 7 atoms, in Å:
H  1.410  0.879  -0.941
O  -2.828  -0.630  0.261
S  0.666  0.782  0.318
O  -2.242  1.371  -0.203
N  -0.351  -0.412  0.101
N  -2.072  0.210  -0.071
H  -0.513  -1.102  0.848

Computed properties:
Total charge ... 0
HOMO-LUMO gap (spin up / spin down) ... 9.238 / 9.238 eV
Lowest unoccupied orbital energy (spin up / spin down) ... -0.012 / -0.012 Ha
Energy above the lowest of the compared OMol25 structures with the same formula, charge and spin ... 264.01 kJ/mol

***

Density functional theory data (the ωB97M-V functional and the def2-TZVPD basis) for a 2-piece molecular cluster, H2N2O3 overall in a non-equilibrium geometry.

Positions of all 7 atoms, in Å:
H  0.516  0.872  1.547
O  -1.673  -0.927  -1.568
O  -0.199  -1.385  -0.038
N  -0.952  -0.769  -0.670
N  0.709  0.547  0.524
O  -0.124  1.106  -0.300
H  1.722  0.555  0.505

Computed properties:
Total charge ... 0
HOMO-LUMO gap (spin up / spin down) ... 8.877 / 8.951 eV
Lowest unoccupied orbital energy (spin up / spin down) ... -0.014 / -0.013 Ha
Energy above the lowest of the compared OMol25 structures with the same formula, charge and spin ... 202.83 kJ/mol

***

Density functional theory data (the ωB97M-V functional and the def2-TZVPD basis) for H2N2O3S in the gas phase in a non-equilibrium geometry.

Positions of all 8 atoms, in Å:
O  1.243  1.536  -1.564
H  0.535  -0.387  0.747
N  -0.005  -0.153  -0.177
H  -0.851  -0.651  -0.239
N  0.099  2.137  -2.100
O  -0.009  3.249  -1.833
O  -0.128  -0.252  -2.612
S  0.896  -0.132  -1.606

Computed properties:
Total charge ... 0
HOMO-LUMO gap ... 10.138 eV
Lowest unoccupied orbital energy ... 0.010 Ha
Energy above the lowest of the compared OMol25 structures with the same formula, charge and spin ... 150.16 kJ/mol

***

Density functional theory data (the ωB97M-V functional and the def2-TZVPD basis) for a 2-piece molecular cluster, H2N2O3S overall in a non-equilibrium geometry.

Positions of all 8 atoms, in Å:
H  1.444  -0.819  1.544
O  -0.882  0.172  -1.468
N  -0.445  0.845  -2.421
H  0.794  -1.300  -0.008
O  0.312  1.789  -2.307
N  0.683  -0.709  0.891
S  -0.859  -0.352  1.283
O  -1.049  0.372  2.486

Computed properties:
Total charge ... 0
HOMO-LUMO gap (spin up / spin down) ... 4.843 / 10.276 eV
Lowest unoccupied orbital energy (spin up / spin down) ... -0.096 / -0.012 Ha
Energy above the lowest of the compared OMol25 structures with the same formula, charge and spin ... 284.85 kJ/mol

***

Density functional theory data (the ωB97M-V functional and the def2-TZVPD basis) for a 2-piece molecular cluster, H2N2O3S overall in a non-equilibrium geometry.

Positions of all 8 atoms, in Å:
O  -1.034  0.709  -0.889
O  -2.558  -0.254  0.251
N  -1.505  -0.172  -0.259
H  2.458  0.405  1.124
H  0.203  -1.302  -0.438
N  1.791  0.224  0.308
O  -0.682  -1.277  -0.030
S  1.328  1.666  -0.068

Computed properties:
Structure (SMILES) ... O=[N+]([O-])O.N=S
Total charge ... 0
HOMO-LUMO gap (spin up / spin down) ... 7.360 / 7.316 eV
Lowest unoccupied orbital energy (spin up / spin down) ... -0.055 / -0.057 Ha
Energy above the lowest of the compared OMol25 structures with the same formula, charge and spin ... 368.49 kJ/mol

***

Density functional theory data (the ωB97M-V functional and the def2-TZVPD basis) for a 2-piece molecular cluster, H2N2O4P overall in a non-equilibrium geometry.

Positions of all 9 atoms, in Å:
N  -1.313  0.602  -0.272
H  1.191  -1.321  1.302
O  -1.202  1.392  0.695
H  1.196  0.313  1.481
O  -0.407  -1.761  -0.958
N  0.689  -0.517  1.088
O  -2.171  0.694  -1.177
O  1.963  1.052  -1.688
P  0.056  -0.454  -0.472

Computed properties:
Total charge ... -1
HOMO-LUMO gap (spin up / spin down) ... 7.128 / 7.217 eV
Lowest unoccupied orbital energy (spin up / spin down) ... 0.101 / 0.127 Ha
Energy above the lowest of the compared OMol25 structures with the same formula, charge and spin ... 680.29 kJ/mol

***

Density functional theory data (the ωB97M-V functional and the def2-TZVPD basis) for an isolated ion of composition H2N2O4P and charge -1 in a non-equilibrium geometry.

Positions of all 9 atoms, in Å:
O  1.104  0.659  0.670
N  -1.355  -0.322  -0.143
P  0.266  -0.815  -0.086
O  0.413  -1.820  0.975
N  0.906  1.760  -0.037
O  0.792  -0.908  -1.418
O  1.525  2.704  0.455
H  -1.643  -0.841  0.607
H  -2.008  -0.416  -1.023

Computed properties:
Expectation value of S² ... 2.008
Total charge ... -1
HOMO-LUMO gap (spin up / spin down) ... 7.694 / 8.096 eV
Lowest unoccupied orbital energy (spin up / spin down) ... 0.158 / 0.086 Ha
Energy above the lowest of the compared OMol25 structures with the same formula, charge and spin ... 0.00 kJ/mol
Spin multiplicity ... 3

***

Density functional theory data (the ωB97M-V functional and the def2-TZVPD basis) for a 2-piece molecular cluster, H2N2O4S overall in a non-equilibrium geometry.

Positions of all 9 atoms, in Å:
O  0.421  -0.533  1.197
N  1.763  0.394  2.225
O  -1.427  -0.563  -0.868
H  -2.691  -0.589  0.725
O  1.216  -1.215  -1.044
O  1.711  1.615  2.043
H  2.495  -0.237  1.547
N  -2.395  0.087  -0.128
S  0.379  -0.209  -0.297

Computed properties:
Total charge ... -2
HOMO-LUMO gap (spin up / spin down) ... 4.573 / 4.578 eV
Lowest unoccupied orbital energy (spin up / spin down) ... 0.257 / 0.257 Ha
Energy above the lowest of the compared OMol25 structures with the same formula, charge and spin ... 522.85 kJ/mol

***

Density functional theory data (the ωB97M-V functional and the def2-TZVPD basis) for a 2-piece molecular cluster, H2N2O4S overall in a non-equilibrium geometry.

Positions of all 9 atoms, in Å:
H  -1.303  0.915  -0.644
O  -2.696  -0.078  -0.025
O  2.024  -1.365  -0.074
O  2.055  1.021  0.740
H  -0.453  -1.271  0.500
N  -0.030  -0.358  0.777
O  0.892  0.452  -1.397
N  -1.785  0.724  0.185
S  1.296  -0.039  -0.062

Computed properties:
Total charge ... -2
HOMO-LUMO gap (spin up / spin down) ... 6.184 / 6.185 eV
Lowest unoccupied orbital energy (spin up / spin down) ... 0.260 / 0.260 Ha
Energy above the lowest of the compared OMol25 structures with the same formula, charge and spin ... 134.46 kJ/mol

***

Density functional theory data (the ωB97M-V functional and the def2-TZVPD basis) for H2N2S in the gas phase in a non-equilibrium geometry.

Positions of all 5 atoms, in Å:
N  0.197  -0.739  0.090
N  0.198  0.721  -0.078
H  -0.162  -1.076  -0.757
S  1.784  0.003  0.001
H  -0.196  1.252  0.683

Computed properties:
Structure (SMILES) ... [nH]1[nH]s1
Total charge ... 0
HOMO-LUMO gap ... 9.124 eV
Lowest unoccupied orbital energy ... 0.008 Ha
Energy above the lowest of the compared OMol25 structures with the same formula, charge and spin ... 0.00 kJ/mol